61
Properties=species:S:1:pos:R:3 method="wB97M-V/def2-TZVPD" energy_ha=-2661.6256 spin_multiplicity=1 charge=-1 e_lumo_ev=2.1 relative_energy_kcal_mol=0.00 homo_energy_ev=-5.7
C 1.99471 -1.71495 3.18694
C 3.42317 -1.88507 2.66511
C 4.15718 -0.59810 2.32337
F 3.99605 0.28874 3.37863
C 3.79833 0.12568 0.99096
F 4.96276 0.15494 0.25157
C 2.74081 -0.49108 0.10448
C 2.63328 0.19341 -1.27049
C 1.21520 0.07655 -1.82175
C 1.07057 0.55295 -3.26731
C -0.26336 0.12847 -3.89454
C -1.51243 0.61923 -3.12674
C -2.48640 -0.50780 -2.73537
C -2.17271 -1.10095 -1.36380
O -3.31573 -1.78574 -0.84543
C -3.73206 -1.35205 0.39928
C -5.11045 -0.75653 0.38299
O -3.02009 -1.44488 1.34766
O 3.56592 1.51597 1.23469
C 2.32966 1.97295 1.39992
O 1.43186 1.43654 1.95607
C 2.19677 3.41749 0.85108
F 2.32952 4.23874 1.91932
F 3.18333 3.70881 0.00002
C 0.82128 3.72169 0.13321
F 1.08909 4.14750 -1.11114
F 0.06622 2.62442 0.02860
C -0.03959 4.82594 0.80359
F 0.60506 5.99601 0.78292
F -0.34330 4.51090 2.05877
F -1.17177 4.95743 0.11355
H 1.31636 -1.26058 2.46596
H 1.98225 -1.11133 4.09515
H 1.58727 -2.69689 3.44002
H 4.01405 -2.36516 3.45273
H 3.44518 -2.57220 1.81461
H 5.23021 -0.79953 2.25505
H 3.04403 -1.53144 -0.04308
H 1.77167 -0.51476 0.60222
H 2.95694 1.23925 -1.21266
H 3.32648 -0.29790 -1.96101
H 0.89937 -0.97299 -1.75575
H 0.54528 0.65756 -1.17947
H 1.88111 0.10310 -3.85488
H 1.17295 1.64349 -3.31967
H -0.28434 -0.96494 -3.95961
H -0.30678 0.51999 -4.91537
H -1.21875 1.15287 -2.21653
H -2.05592 1.35062 -3.73230
H -3.52271 -0.15799 -2.73910
H -2.42656 -1.30891 -3.48066
H -1.85564 -0.32387 -0.65975
H -1.37017 -1.84368 -1.44226
H -5.23149 -0.18310 -0.53909
H -5.23098 -0.11756 1.25759
H -5.84615 -1.56355 0.41440
O -6.84192 -5.54456 1.93968
Cl -5.65061 -4.73690 2.07174
O -4.51201 -5.46009 1.55954
O -5.43956 -4.40410 3.45965
O -5.82248 -3.51208 1.30673